(1)
Entry from the OMol25 dataset: C62H47AsGeIrN4S3 as an isolated structure in a non-equilibrium geometry (ωB97M-V with the def2-TZVPD basis set).

Results
- Expectation value of S²: 0.7804
- Frontier orbital gap (spin up / spin down): 4.82 / 6.78 eV
- 2S+1: 2
- Net charge: 0
- E: -8221.450130 Eh

Atoms and positions in Å:
Ir -0.0406 -0.1329 0.5914
S 1.3590 -0.0854 7.6209
C 2.8980 -0.7310 8.0072
C 3.4787 -1.3090 6.9236
C 2.6661 -1.2271 5.7595
C 1.4767 -0.5834 5.9675
C 0.3988 -0.3142 5.0178
C 0.6314 -0.3831 3.6427
N -0.2976 -0.1881 2.7237
C -1.5947 -0.0052 3.1229
C -1.9142 0.1279 4.5005
C -3.2910 0.3413 4.8653
C -4.2548 0.3705 3.9294
C -3.9423 0.1764 2.5323
C -4.9026 0.1578 1.5522
C -4.5415 -0.0859 0.2100
C -3.1951 -0.3310 -0.0565
N -2.2270 -0.2585 0.8613
C -2.5854 -0.0063 2.1620
C -5.5472 -0.0288 -0.8474
C -6.9102 -0.0123 -0.7332
C -7.5811 0.1081 -1.9821
C -6.7227 0.1906 -3.0311
S -5.0930 0.1273 -2.5040
C -0.9062 0.0033 5.4278
H 3.2785 -0.6512 9.0144
H 4.4493 -1.7865 6.9494
H 2.9492 -1.6538 4.8061
H 1.6121 -0.6188 3.2733
H -3.5326 0.4459 5.9168
H -5.2933 0.5166 4.2039
H -5.9382 0.3326 1.8209
H -2.8914 -0.6112 -1.0589
H -7.4334 -0.1004 0.2099
H -8.6571 0.1285 -2.0909
H -6.9457 0.2802 -4.0834
H -1.1452 0.0830 6.4831
S 0.2250 4.6423 0.7312
C -1.0683 4.1827 -0.3157
C -1.9617 5.0051 -0.9921
C -2.9450 4.4084 -1.7553
C -3.0286 3.0172 -1.8346
C -2.1243 2.2111 -1.1732
C -1.1196 2.7901 -0.4033
N -0.1265 2.1216 0.3294
C 0.6065 2.9619 1.0108
C 1.6269 2.6297 1.9733
C 1.8211 3.5246 3.0358
C 2.6974 3.2668 4.0598
C 3.3943 2.0634 4.0377
C 3.2441 1.1914 2.9840
C 2.4078 1.4445 1.8682
H -1.8877 6.0824 -0.9159
H -3.6581 5.0239 -2.2889
H -3.8089 2.5555 -2.4267
H -2.1922 1.1378 -1.2366
H 1.2386 4.4393 3.0652
H 2.8288 3.9718 4.8694
H 4.0435 1.8087 4.8645
H 3.7962 0.2646 2.9838
C 3.6983 -2.0585 -4.9563
C 3.7071 -0.7056 -4.6444
C 2.7323 -0.1790 -3.8109
C 1.7366 -1.0012 -3.2925
C 1.7350 -2.3569 -3.5970
C 2.7148 -2.8830 -4.4275
As 0.3303 -0.2350 -2.1647
C -1.0943 -1.0795 -3.1660
C -1.6180 -2.3504 -2.9713
C -2.5346 -2.8540 -3.8847
C -2.9227 -2.0825 -4.9740
C -2.4226 -0.7994 -5.1481
C -1.5013 -0.2850 -4.2424
C -0.8761 1.0553 -4.3007
C -1.1462 2.0409 -5.2418
C -0.5056 3.2693 -5.1626
C 0.4077 3.5275 -4.1466
C 0.6951 2.5439 -3.2096
C 0.0577 1.3169 -3.2938
H 4.4545 -2.4683 -5.6138
H 4.4760 -0.0579 -5.0460
H 2.7473 0.8766 -3.5735
H 0.9666 -3.0046 -3.1928
H 2.7063 -3.9399 -4.6649
H -1.3034 -2.9471 -2.1201
H -2.9437 -3.8472 -3.7499
H -3.6354 -2.4802 -5.6858
H -2.7455 -0.2055 -5.9949
H -1.8610 1.8581 -6.0352
H -0.7216 4.0343 -5.8981
H 0.8952 4.4926 -4.0860
H 1.3969 2.7445 -2.4059
C 4.6678 -1.4524 -1.0001
Ge 4.3222 -0.1608 0.4179
C 5.3599 1.4606 -0.0022
C 5.2116 -0.9795 1.9725
C 2.5028 0.5946 0.6996
H 5.7456 -1.6363 -1.0150
H 4.3757 -1.0953 -1.9756
H 4.1862 -2.3966 -0.8000
H 6.4201 1.2128 -0.0997
H 5.2476 2.1853 0.8075
H 5.0247 1.9250 -0.9321
H 6.1400 -1.4334 1.6170
H 4.6037 -1.7659 2.4275
H 5.4659 -0.2381 2.7295
H 2.0417 0.9638 -0.2123
N -0.2155 -7.5914 0.3371
C -0.1572 -6.4433 0.3906
C -0.0865 -5.0077 0.4601
C -0.8959 -4.3051 1.3545
C -0.8368 -2.9223 1.4000
C 0.0189 -2.1860 0.5667
C 0.8080 -2.9149 -0.3122
C 0.7758 -4.2988 -0.3712
H -1.5710 -4.8505 2.0023
H -1.4775 -2.4067 2.1062
H 1.4597 -2.3915 -0.9805
H 1.4131 -4.8353 -1.0656

---

(2)
Entry from the OMol25 dataset: C62H54AlAsF12N2O2Sb as an isolated structure in a non-equilibrium geometry (ωB97M-V with the def2-TZVPD basis set).

Results
- Frontier orbital gap: 7.12 eV
- Net charge: -1
- E: -6572.187581 Eh

Atoms and positions in Å:
Al -0.3522 -0.2470 -0.6787
C -4.2762 2.6849 4.2105
C -3.2891 2.4082 3.1101
C -2.0488 3.0329 3.0781
C -1.1407 2.7349 2.0876
C -1.4310 1.8419 1.0519
N -0.4804 1.5712 0.0420
C 0.0206 2.6826 -0.6372
C -0.5415 3.9647 -0.4367
C -0.0009 5.1152 -0.9630
C 1.1340 5.0698 -1.7623
C 1.7616 6.3158 -2.3283
C 1.6001 3.8154 -2.1066
C 1.0541 2.6314 -1.6078
C 1.4688 1.3261 -2.2814
O 0.8036 0.2271 -1.8540
C 1.1848 1.4282 -3.8155
F 2.0392 2.2395 -4.4849
F 1.2657 0.2319 -4.4151
F -0.0530 1.8954 -4.0418
C 2.9818 1.0013 -2.1184
F 3.3546 -0.0560 -2.8554
F 3.2484 0.6794 -0.8388
F 3.8262 2.0032 -2.4379
C -2.7004 1.2486 1.0607
C -3.5947 1.5190 2.0930
C -3.0792 0.3848 -0.1383
O -2.0841 -0.4637 -0.5320
C -3.4553 1.3443 -1.3288
F -4.4104 0.8400 -2.1393
F -2.3974 1.5937 -2.1070
F -3.9265 2.5326 -0.9002
C -4.3158 -0.5053 0.1431
F -5.4748 0.1850 0.2497
F -4.4999 -1.4088 -0.8271
F -4.1687 -1.1911 1.2915
H -4.0109 3.5985 4.7419
H -4.2841 1.8634 4.9314
H -5.2879 2.7850 3.8157
H -1.7891 3.7532 3.8454
H -0.1760 3.2200 2.0630
H -1.4539 4.0450 0.1345
H -0.4772 6.0670 -0.7528
H 1.6639 7.1519 -1.6350
H 1.2770 6.5945 -3.2679
H 2.8204 6.1573 -2.5339
H 2.4197 3.7703 -2.8077
H -4.5683 1.0511 2.1147
C 6.0686 -0.3411 5.1141
C 6.2169 -0.2574 3.7380
C 5.1147 0.0029 2.9371
C 3.8476 0.1754 3.4897
C 3.7065 0.0476 4.8668
C 4.8100 -0.1923 5.6758
Sb 2.2181 0.6974 2.1199
C 2.9364 2.7599 2.0506
C 3.9337 3.0301 1.1162
C 4.4026 4.3187 0.9125
C 3.8899 5.3697 1.6585
C 2.9140 5.1137 2.6082
C 2.4392 3.8222 2.7978
C 0.7938 0.7387 3.7579
C -0.2482 -0.1743 3.6240
C -1.2017 -0.3248 4.6195
C -1.1203 0.4451 5.7698
C -0.0875 1.3592 5.9184
C 0.8657 1.5025 4.9198
H 6.9281 -0.5258 5.7465
H 7.1943 -0.3858 3.2887
H 5.2441 0.0747 1.8616
H 2.7322 0.1299 5.3242
H 4.6821 -0.2538 6.7500
H 4.3506 2.2260 0.5253
H 5.1591 4.5020 0.1592
H 4.2474 6.3786 1.4945
H 2.5110 5.9223 3.2065
H 1.6696 3.6593 3.5412
H -0.3248 -0.7695 2.7198
H -2.0058 -1.0389 4.4891
H -1.8609 0.3354 6.5527
H -0.0224 1.9575 6.8200
H 1.6722 2.2121 5.0609
C 5.4905 -4.8631 3.9221
C 4.2325 -4.3006 3.3175
C 2.9750 -4.6219 3.8099
C 1.8190 -4.1605 3.1981
C 0.4876 -4.5534 3.7896
C 1.8957 -3.3815 2.0253
As 0.0977 -2.9691 1.2457
N 0.2782 -1.9892 -0.3105
C 0.4888 -2.6787 -1.5273
C -0.2613 -2.3620 -2.6720
C -0.0530 -2.9964 -3.8807
C 0.9088 -3.9903 -3.9888
C 1.6510 -4.3312 -2.8695
C 1.4441 -3.6919 -1.6594
C -0.4386 -4.7713 0.4941
C -1.7912 -4.7801 0.0984
C -2.7011 -3.6256 0.4140
C -2.3429 -5.8750 -0.5532
C -1.6018 -7.0175 -0.7969
C -2.1869 -8.2134 -1.4959
C -0.2964 -7.0381 -0.3404
C 0.3040 -5.9505 0.2910
C 1.7192 -6.2096 0.7487
C 3.1615 -2.9818 1.5765
C 3.3888 -2.0978 0.3770
C 4.3012 -3.4501 2.2272
H 5.2708 -5.4900 4.7857
H 6.1628 -4.0624 4.2352
H 6.0211 -5.4688 3.1850
H 2.8939 -5.2631 4.6819
H 0.6259 -5.1593 4.6844
H -0.1079 -5.1239 3.0725
H -0.0883 -3.6626 4.0516
H -1.0298 -1.5983 -2.5854
H -0.6441 -2.7198 -4.7448
H 1.0839 -4.4882 -4.9340
H 2.4132 -5.0994 -2.9367
H 2.0578 -3.9573 -0.8114
H -2.7583 -3.4836 1.4956
H -3.7041 -3.8049 0.0319
H -2.3297 -2.7001 -0.0248
H -3.3793 -5.8349 -0.8705
H -3.1539 -7.9766 -1.9378
H -2.3270 -9.0383 -0.7939
H -1.5187 -8.5579 -2.2861
H 0.2930 -7.9378 -0.4881
H 2.1827 -6.9525 0.0985
H 1.7174 -6.6119 1.7645
H 2.3451 -5.3272 0.7594
H 2.4615 -1.7201 -0.0399
H 3.9204 -2.6441 -0.4060
H 4.0147 -1.2503 0.6615
H 5.2762 -3.1528 1.8523